Entry 1:
{"formula": "C56H50NO4PS2Ti", "method": "wB97M-V/def2-TZVPD", "elements": ["Ti", "C", "C", "C", "C", "C", "C", "P", "C", "C", "C", "C", "C", "C", "C", "C", "C", "C", "C", "C", "C", "C", "C", "C", "H", "H", "H", "H", "H", "H", "H", "H", "H", "H", "H", "H", "H", "H", "H", "H", "C", "C", "C", "O", "C", "C", "O", "C", "O", "C", "C", "C", "C", "C", "C", "C", "C", "C", "C", "C", "C", "C", "O", "C", "C", "C", "C", "C", "C", "C", "C", "C", "C", "C", "C", "H", "H", "H", "H", "H", "H", "H", "H", "H", "H", "H", "H", "H", "H", "H", "H", "H", "H", "H", "H", "H", "H", "H", "H", "H", "H", "H", "H", "S", "C", "N", "C", "C", "S", "H", "H", "H", "H", "H", "H"], "positions_angstrom": [[0.000, 0.000, 0.000], [-6.242, 2.370, -1.794], [-5.250, 2.134, -2.741], [-4.084, 1.453, -2.379], [-3.888, 1.001, -1.063], [-4.899, 1.251, -0.123], [-6.068, 1.928, -0.486], [-2.329, 0.139, -0.675], [-2.110, 0.510, 1.101], [-1.642, 1.791, 1.451], [-1.442, 2.149, 2.787], [-1.705, 1.232, 3.799], [-2.164, -0.041, 3.475], [-2.363, -0.400, 2.138], [-2.762, -1.612, -0.737], [-4.045, -2.161, -0.820], [-4.223, -3.547, -0.874], [-3.119, -4.402, -0.853], [-1.822, -3.877, -0.783], [-0.673, -4.684, -0.767], [0.597, -4.105, -0.699], [0.731, -2.717, -0.648], [-0.401, -1.904, -0.664], [-1.666, -2.474, -0.728], [-7.148, 2.900, -2.074], [-5.380, 2.479, -3.763], [-3.323, 1.283, -3.139], [-4.799, 0.918, 0.907], [-6.839, 2.111, 0.258], [-1.429, 2.528, 0.678], [-1.081, 3.144, 3.032], [-1.548, 1.508, 4.839], [-2.367, -0.763, 4.263], [-2.722, -1.404, 1.930], [-4.927, -1.527, -0.846], [-5.227, -3.959, -0.936], [-3.279, -5.476, -0.898], [-0.761, -5.767, -0.808], [1.481, -4.736, -0.687], [1.714, -2.260, -0.594], [2.714, 6.332, 0.038], [2.458, 4.921, -0.478], [3.223, 4.685, -1.779], [2.926, 3.990, 0.498], [1.730, 3.283, 0.961], [0.795, 3.416, -0.265], [1.055, 4.780, -0.710], [-0.731, 3.053, -0.054], [-0.729, 1.755, 0.275], [-1.450, 3.208, -1.442], [-1.224, 2.282, -2.484], [-1.814, 2.427, -3.743], [-2.642, 3.515, -4.000], [-2.873, 4.455, -2.999], [-2.278, 4.306, -1.740], [-1.477, 3.835, 1.078], [-2.611, 3.286, 1.719], [-3.319, 3.983, 2.702], [-2.926, 5.266, 3.065], [-1.827, 5.848, 2.438], [-1.121, 5.142, 1.456], [1.989, 1.809, 1.561], [1.396, 0.968, 0.703], [1.328, 1.682, 2.990], [0.458, 0.629, 3.339], [-0.109, 0.528, 4.614], [0.189, 1.477, 5.586], [1.053, 2.524, 5.280], [1.615, 2.621, 4.001], [3.494, 1.392, 1.727], [4.465, 2.298, 2.196], [5.790, 1.911, 2.433], [6.180, 0.592, 2.224], [5.243, -0.337, 1.784], [3.922, 0.058, 1.550], [3.778, 6.495, 0.243], [2.177, 6.499, 0.979], [2.364, 7.087, -0.673], [4.300, 4.818, -1.636], [2.878, 5.359, -2.570], [3.076, 3.661, -2.141], [1.351, 3.935, 1.755], [1.197, 2.802, -1.088], [-0.572, 1.431, -2.283], [-1.616, 1.683, -4.506], [-3.102, 3.629, -4.975], [-3.510, 5.312, -3.187], [-2.464, 5.060, -0.983], [-2.916, 2.277, 1.447], [-4.164, 3.503, 3.183], [-3.465, 5.805, 3.834], [-1.505, 6.847, 2.709], [-0.280, 5.630, 0.978], [0.185, -0.095, 2.573], [-0.799, -0.283, 4.816], [-0.265, 1.409, 6.567], [1.282, 3.280, 6.022], [2.276, 3.452, 3.781], [4.181, 3.327, 2.391], [6.502, 2.647, 2.788], [7.203, 0.288, 2.410], [5.520, -1.373, 1.625], [3.190, -0.681, 1.226], [1.945, -1.398, 0.200], [3.327, -2.303, 0.164], [3.772, -3.045, 1.226], [5.094, -3.599, 1.094], [5.348, -3.826, -0.384], [4.441, -2.466, -1.174], [3.302, -2.948, 2.119], [5.158, -4.527, 1.670], [5.804, -2.878, 1.515], [4.907, -4.773, -0.715], [6.411, -3.817, -0.635], [-0.498, -0.461, 1.624]], "forces_ev_per_angstrom": [[-0.492, 1.053, 1.839], [0.127, -0.034, -0.030], [0.109, -0.278, 0.265], [-0.799, -0.438, 0.174], [-0.573, 0.431, -0.871], [-0.129, 0.097, -0.045], [0.334, -0.162, -0.089], [-2.016, -0.521, 0.895], [-2.173, -3.825, -0.427], [1.707, -6.140, 4.158], [1.226, 0.348, 1.422], [-2.279, 0.699, 0.449], [-2.572, -0.824, -1.888], [-1.518, -0.473, 2.198], [-2.489, -0.415, 0.039], [0.632, 0.754, 0.041], [0.825, -0.961, -0.039], [-1.388, 0.358, -0.034], [-0.274, -0.181, -0.022], [1.596, 0.189, 0.063], [-0.539, -1.210, 0.182], [-6.815, -3.129, -1.981], [1.975, -0.809, -0.410], [0.320, -0.512, -0.144], [0.105, -0.046, 0.037], [0.037, -0.038, 0.122], [-0.738, -0.307, 0.583], [0.199, -0.001, -0.129], [0.141, -0.032, -0.077], [-9.247, -0.615, 6.768], [0.409, -0.920, 0.432], [-2.175, 0.689, -1.022], [-0.169, -0.033, -0.255], [0.118, 0.058, -0.129], [0.169, 0.077, 0.027], [0.149, 0.043, 0.019], [0.099, 0.091, 0.012], [-0.073, 0.129, -0.025], [-0.058, -0.039, 0.017], [-1.586, -7.044, -8.081], [-0.217, 0.303, 0.294], [0.934, 1.095, -0.488], [0.071, -0.354, -0.301], [-1.319, -0.608, -0.573], [0.572, 0.546, 0.862], [0.216, 0.377, -0.108], [0.167, -1.197, 1.105], [5.539, 7.449, -7.600], [10.817, -3.625, -7.432], [-0.079, 0.529, -0.815], [0.637, 0.599, 0.278], [0.811, 0.670, 0.313], [0.313, 0.230, 0.096], [0.432, -0.346, 0.254], [0.072, -0.287, -0.029], [-0.439, 5.143, -1.085], [-4.719, 3.358, 1.054], [-1.103, 2.211, 0.199], [-0.375, -1.023, 0.075], [0.646, 0.035, -0.322], [0.048, -0.094, -0.199], [0.314, 0.681, 0.759], [1.592, -0.926, -0.457], [-0.070, -0.561, 0.736], [3.497, 0.294, 0.065], [2.394, -1.055, 0.465], [2.051, 0.342, 1.161], [-0.194, -0.298, -0.513], [0.046, 0.118, -0.098], [0.876, 0.444, 0.522], [-0.074, -0.173, -0.074], [-0.583, -0.089, -0.126], [-0.113, 0.038, -0.106], [-0.455, 0.632, 0.006], [0.025, 1.574, 1.032], [-0.128, -0.147, -0.172], [0.005, -0.164, -0.124], [0.077, -0.165, -0.010], [-0.189, 0.044, 0.091], [0.018, 0.041, 0.226], [-0.053, 0.092, 0.159], [-0.384, -0.316, 0.060], [-0.387, -0.384, 0.393], [-0.146, 0.341, -0.324], [-0.017, 0.033, -0.023], [-0.013, -0.001, 0.001], [0.029, -0.054, 0.008], [0.035, -0.131, 0.061], [-4.180, 2.624, -0.658], [0.001, -0.006, -0.037], [0.016, 0.014, 0.085], [0.033, -0.048, -0.018], [0.055, -0.097, 0.034], [0.434, 0.250, 0.708], [1.569, -0.206, 0.741], [0.004, 0.009, 0.072], [-0.015, -0.001, -0.004], [0.014, 0.045, 0.056], [0.087, -0.091, -0.085], [-0.010, -0.032, -0.002], [0.041, 0.006, 0.007], [-0.007, 0.687, 0.104], [1.270, 1.361, 1.242], [6.826, 5.582, 6.820], [-0.998, 0.739, -0.559], [-0.217, -1.121, 1.097], [-0.021, 0.108, 0.973], [-0.477, -0.198, -0.011], [0.326, 0.494, -0.835], [0.353, -0.051, -0.246], [0.095, 0.028, -0.083], [0.499, -0.600, -0.187], [0.126, 0.066, 0.088], [-0.211, 0.176, -0.009], [1.039, -0.988, -2.629]], "mulliken_spin": [0.494, -0.001, 0.001, -0.003, 0.016, -0.021, -0.003, 0.020, -0.133, -0.146, -0.232, 0.419, -0.174, 0.296, -0.004, 0.003, 0.001, 0.003, 0.004, 0.002, -0.006, 0.010, -0.014, -0.023, 0.000, 0.000, -0.004, 0.012, 0.000, 0.024, -0.027, 0.052, -0.031, 0.014, 0.002, 0.000, 0.000, 0.000, 0.000, -0.005, 0.000, -0.001, 0.000, -0.007, -0.042, 0.007, -0.003, 0.022, 0.060, -0.049, 0.003, -0.009, 0.000, -0.003, -0.006, 0.058, 0.001, 0.030, 0.001, 0.033, 0.000, -0.036, 0.023, 0.002, 0.003, -0.112, 0.249, -0.107, 0.243, -0.006, 0.005, -0.001, -0.004, 0.009, 0.004, 0.000, 0.000, 0.000, 0.000, 0.000, 0.000, 0.013, 0.012, 0.013, 0.000, 0.000, 0.000, 0.003, 0.049, -0.011, 0.002, 0.003, 0.004, 0.044, 0.041, 0.000, -0.005, 0.033, 0.003, 0.000, 0.000, -0.004, 0.007, 0.125, -0.072, -0.015, 0.002, -0.001, -0.009, 0.000, 0.000, -0.001, -0.001, 0.000, -0.148], "homo_energy_ev": [-1.800, -2.486], "s_squared": 0.98, "lumo_ev": [2.1, 2.1], "charge": -1, "spin_multiplicity": 2, "homo_lumo_gap_ev": [3.94, 4.63]}

***

Entry 2:
{"formula": "CHClOS", "method": "wB97M-V/def2-TZVPD", "elements": ["C", "O", "S", "Cl", "H"], "positions_angstrom": [[1.887, 0.674, 0.410], [-1.840, -1.396, -0.220], [-2.637, -0.201, 0.080], [0.470, 1.226, -0.194], [2.119, -0.303, -0.076]], "forces_ev_per_angstrom": [[1.351, -0.453, 0.643], [0.369, -0.560, -0.132], [-0.451, 0.512, 0.143], [-0.839, 0.181, -0.569], [-0.430, 0.320, -0.085]], "lowdin_charge": [-0.465, -0.698, 0.682, 0.547, -0.065], "homo_energy_ev": [-9.019, -9.005], "lumo_ev": [-1.7, -1.7], "de_lowest_ev": 4.1121, "charge": 0, "homo_lumo_gap_ev": [7.29, 7.28]}

***

Q: Number 1 is which compound?
A: C56H50NO4PS2Ti